Here is the molecule C2H4O2S2 at a distorted geometry from the OMol25 dataset. Energies are from ωB97M-V/def2-TZVPD.

Properties
- DFT total energy: -27900.1337 eV
- Spin multiplicity: 1
- LUMO energy (alpha / beta): -1.116 / -2.304 eV
- Energy relative to the best compared isomer or geometry (same formula, charge and spin): 405.5 kJ/mol
- M: 124.2 g/mol
- HOMO level (alpha / beta): -9.85 / -8.33 eV

Structure (XYZ):
```
10
C2H4O2S2, DFT ωB97M-V/def2-TZVPD
C -0.4334 0.4856 -1.1721
C -0.9569 -0.1628 0.1469
O 3.0540 -0.7190 2.2606
O 0.2034 1.6170 -1.1247
S 0.3056 -1.1775 0.9876
S 1.9549 0.0116 1.5979
H 0.2859 -0.3421 -1.7441
H -1.3774 0.4520 -1.9502
H -1.2204 0.7216 0.8342
H -1.8158 -0.8864 0.1638
```

Results of the Mulliken charge analysis, in e, for atoms 1 through 8: C -0.19; C -0.48; O -0.42; O -0.33; S -0.12; S 0.38; H 0.26; H 0.28

Here is the molecule C5H13NS at a distorted geometry from the OMol25 dataset. Energies are from ωB97M-V/def2-TZVPD.

Properties
- DFT total energy: -17720.2974 eV
- Spin multiplicity: 1
- LUMO energy: 0.892 eV
- SMILES: CCN[C@@H](C)CS
- Energy relative to the best compared isomer or geometry (same formula, charge and spin): 92.0 kJ/mol
- M: 119.2 g/mol
- HOMO level: -8.75 eV

Structure (XYZ):
```
20
C5H13NS, DFT ωB97M-V/def2-TZVPD
C 1.5549 -0.0680 -0.7284
N 0.7835 0.5533 0.3435
C -0.3110 -0.3792 0.8242
C -1.4862 -0.3891 -0.1448
S -2.2631 -2.0110 -0.1814
C -0.6540 0.1960 2.2076
C 1.7254 0.8951 -1.9183
H 2.5603 -0.4577 -0.5083
H 1.1189 -1.0093 -1.1031
H 0.2566 1.3402 -0.0323
H 0.2245 -1.3287 0.8485
H -2.1108 0.5020 -0.0765
H -1.1007 -0.2239 -1.1618
H -3.2442 -1.9303 0.7320
H 0.2310 0.1523 2.8355
H -0.9956 1.2151 2.0159
H -1.4401 -0.4433 2.6200
H 0.7612 0.8958 -2.4479
H 1.8062 1.9469 -1.6423
H 2.5832 0.5437 -2.4822
```

Results of the Mulliken charge analysis, in e, for atoms 1 through 8: C -0.25; N -0.51; C 0.02; C -0.62; S -0.24; C -1.31; C -1.25; H 0.36

Here is a structure of composition C41H35N9OsP2S at a distorted geometry from the OMol25 dataset. Energies are from ωB97M-V/def2-TZVPD.

Properties
- DFT total energy: -88340.3918 eV
- Spin multiplicity: 1
- LUMO energy: -13.236 eV
- Charge: +4
- M: 938.0 g/mol
- HOMO level: -17.86 eV

Structure (XYZ):
```
89
C41H35N9OsP2S, DFT ωB97M-V/def2-TZVPD
Os -0.4987 0.6532 -0.0290
N -4.3672 0.0775 1.4103
C -3.3558 0.9399 1.2887
N -2.3557 0.3054 0.6881
C -2.8488 -0.9520 0.4665
N -4.0680 -1.1227 0.9001
C -1.9619 -1.8980 -0.1807
C -2.2806 -3.2159 -0.5304
N -1.3955 -4.0097 -1.1044
C -0.1821 -3.5086 -1.3397
C 0.1635 -2.2005 -1.0100
N -0.7490 -1.3747 -0.4426
H -5.2829 0.2410 1.8141
H -3.3773 1.9640 1.6231
H -3.2749 -3.6065 -0.3398
H 0.5344 -4.1607 -1.8287
H 1.1140 -1.7695 -1.3040
N -1.7928 2.8506 -3.3381
C -2.0001 1.6605 -4.0237
C -2.3967 1.4266 -5.3363
C -2.4774 0.1086 -5.7256
C -2.1883 -0.9359 -4.8309
C -1.7941 -0.6944 -3.5317
C -1.6851 0.6374 -3.1250
N -1.2911 1.2315 -1.9162
C -1.3782 2.5444 -2.1064
C -0.9258 3.4363 -1.0537
C -0.8421 4.7894 -1.0019
S -0.0798 5.2728 0.4443
C 0.0877 3.6580 0.9093
N -0.3976 2.7854 0.0542
H -1.9413 3.7772 -3.7096
H -2.6269 2.2345 -6.0177
H -2.7711 -0.1303 -6.7382
H -2.2786 -1.9564 -5.1775
H -1.5982 -1.5224 -2.8670
H -1.1851 5.5185 -1.7197
H 0.5655 3.3768 1.8357
C -0.1505 -2.0174 3.0797
N 0.9586 -1.6528 2.1356
P 1.5721 -2.8535 1.2573
C 3.2010 -2.6326 0.6690
C 3.5720 -3.2004 -0.5606
C 4.9063 -3.2365 -0.9115
C 5.8620 -2.7194 -0.0393
C 5.4920 -2.1545 1.1780
C 4.1601 -2.0821 1.5371
C 1.2596 -4.4670 1.9167
C 0.2211 -5.3316 1.5625
C 0.1351 -6.5660 2.1826
C 1.0797 -6.9367 3.1327
C 2.1214 -6.0781 3.4690
C 2.2390 -4.8442 2.8566
P 0.8714 0.1553 1.7232
C 0.7822 0.7584 3.4035
C 1.7092 0.4052 4.3911
C 1.6512 0.9961 5.6404
C 0.6609 1.9348 5.9197
C -0.2930 2.2538 4.9634
C -0.2360 1.6638 3.7086
C 2.4038 0.6631 0.9599
C 2.3147 0.7303 -0.4394
C 3.3804 1.1646 -1.2057
C 4.5499 1.5595 -0.5609
C 4.6280 1.5595 0.8268
C 3.5603 1.1118 1.5929
H -0.6362 -2.9416 2.7789
H -0.8752 -1.2071 3.1077
H 0.2790 -2.1421 4.0729
H 2.8314 -3.6242 -1.2288
H 5.2095 -3.6805 -1.8498
H 6.9097 -2.7646 -0.3082
H 6.2497 -1.7798 1.8538
H 3.8714 -1.6558 2.4886
H -0.5105 -5.0709 0.8141
H -0.6645 -7.2438 1.9167
H 1.0156 -7.9084 3.6049
H 2.8620 -6.3776 4.1987
H 3.0682 -4.1965 3.1125
H 2.4707 -0.3423 4.1935
H 2.3712 0.7282 6.4021
H 0.6264 2.4050 6.8936
H -1.0847 2.9515 5.2021
H -0.9883 1.8949 2.9628
H 1.3776 0.4617 -0.9709
H 3.3077 1.2094 -2.2843
H 5.3940 1.8990 -1.1471
H 5.5199 1.9308 1.3146
H 3.6207 1.1536 2.6729
```

Results of the Mulliken charge analysis, in e, for atoms 1 through 8: Os 0.17; N 0.11; C -0.40; N -0.01; C -0.10; N -0.62; C 0.93; C -0.76

Here is a cluster of 14 separate species, C5H41N2O13 in total at a distorted geometry from the OMol25 dataset. Energies are from ωB97M-V/def2-TZVPD.

Properties
- DFT total energy: -35445.7082 eV
- Spin multiplicity: 2
- LUMO energy (alpha / beta): 0.208 / 0.108 eV
- Energy relative to the best compared isomer or geometry (same formula, charge and spin): 0.0 kJ/mol
- M: 337.4 g/mol
- HOMO level (alpha / beta): -1.93 / -9.44 eV

Structure (XYZ):
```
61
C5H41N2O13, DFT ωB97M-V/def2-TZVPD
N 1.3526 -1.6531 -2.1177
C -0.0487 -1.6483 -2.6109
C -0.5037 -0.1606 -2.6245
N -0.8066 0.6121 -1.3919
C -2.1639 -1.0716 -0.0316
C -2.1481 0.2375 -0.8462
C -2.6604 1.3838 0.0135
H 2.0218 -1.8391 -2.8833
H 1.8027 -0.7942 -1.5954
H 1.5930 -2.3513 -1.3928
H -0.6816 -2.3610 -2.0614
H -0.0863 -1.9744 -3.6875
H -1.4875 -0.1197 -3.1705
H 0.1235 0.4162 -3.3085
H -0.0291 0.6234 -0.7416
H -2.6903 -0.9841 0.8846
H -1.1854 -1.3499 0.3926
H -2.4645 -1.8905 -0.6629
H -2.7096 0.0553 -1.8056
H -1.8358 1.8981 0.4988
H -3.2118 2.1650 -0.4723
H -3.2925 1.0193 0.8227
H 0.4600 -2.1996 3.4016
H -0.2297 -0.9854 2.8282
O 0.6619 -1.4048 2.8848
H 0.7880 -3.8341 1.1996
H 0.2430 -5.2770 1.2500
O 0.0057 -4.3769 0.9821
H 1.8906 3.3304 -2.1720
H 3.4222 3.3160 -1.6799
O 2.5238 3.0732 -1.4274
H 1.8900 1.1103 2.3340
H 2.8202 2.2920 1.7672
O 2.7335 1.3493 1.9371
H -0.8268 -4.0214 4.0553
H -1.4952 -3.6101 2.7017
O -1.0189 -3.2763 3.4755
H 0.1039 3.4896 -3.0531
H 1.1543 4.0717 -4.1447
O 0.9622 3.9328 -3.2168
H 1.1832 3.0294 0.0834
H 1.2127 4.3324 0.9352
O 0.7849 3.4741 0.8465
H 2.7518 -2.3952 0.7941
H 1.2415 -1.7896 1.3576
O 1.7845 -2.3922 0.7704
H -1.1730 2.1170 -2.1845
H -2.3441 2.6090 -3.1388
O -1.4122 2.7324 -2.9305
H 2.4969 1.3189 -0.8769
H 2.3221 0.3204 0.3267
O 2.3042 0.3861 -0.6540
H -1.7970 3.1903 2.8770
H -1.8642 3.3045 4.4335
O -1.8808 2.6872 3.6970
H -0.5472 -4.9990 -1.8381
H -0.1787 -4.0059 -0.6508
O -0.1876 -4.1335 -1.6332
H -2.2624 -0.3360 3.5860
H -1.5825 1.1146 3.3321
O -1.5379 0.1342 3.1679
```

Results of the Mulliken charge analysis, in e, for atoms 1 through 8: N -0.31; C -0.62; C -1.16; N -0.18; C -1.78; C 0.92; C -1.65; H 0.97

The lowest M belongs to which entry?
C5H13NS

Number 2 is which compound?
C5H13NS